*w*
# C6H17N2

An isolated ion of composition C6H17N2 and charge +2 (ωB97M-V/def2-TZVPD, OMol25).

Output
LUMO level (alpha / beta) = -6.18 / -11.12 eV
HOMO-LUMO gap (alpha / beta) = 12.432 / 7.565 eV
multiplicity = 2
expectation value of S² = 0.754
net charge = +2
HOMO energy (alpha / beta) = -18.615 / -18.680 eV

Last column: Mulliken spin population.
Cartesian coordinates (Å):
C 2.136 -0.527 -1.850  0.0726
C 1.171 -1.288 -0.915  -0.0052
C 1.269 -0.761 0.529  0.0622
C 0.489 0.575 0.653  0.0140
C -1.017 0.458 0.498  0.0004
C -1.684 1.688 1.143  0.0006
N -3.199 1.585 0.973  0.0001
N 1.624 -2.689 -0.838  0.8811
H 1.879 0.528 -1.806  0.0105
H 3.129 -0.515 -1.389  -0.0007
H 2.111 -0.902 -2.867  -0.0053
H 0.210 -1.291 -1.426  0.0016
H 0.926 -1.474 1.273  -0.0058
H 2.301 -0.597 0.859  0.0006
H 0.800 1.386 -0.034  0.0007
H 0.835 1.203 1.490  0.0034
H -1.489 0.341 -0.493  0.0007
H -1.362 -0.500 0.922  -0.0004
H -1.485 1.673 2.212  -0.0007
H -1.371 2.611 0.667  0.0003
H -3.429 0.976 0.192  0.0000
H -3.644 2.483 0.746  0.0000
H -3.727 1.310 1.803  0.0000
H 0.944 -3.339 -1.229  -0.0168
H 2.582 -2.934 -1.112  -0.0137

=====

*x*
# C6H17N2

An isolated ion of composition C6H17N2 and charge +2 (ωB97M-V/def2-TZVPD, OMol25).

Output
LUMO level (alpha / beta) = -7.23 / -12.71 eV
HOMO-LUMO gap (alpha / beta) = 11.331 / 5.808 eV
multiplicity = 2
expectation value of S² = 0.755
net charge = +2
HOMO energy (alpha / beta) = -18.564 / -18.520 eV

Last column: Mulliken spin population.
Cartesian coordinates (Å):
N 2.560 1.370 -0.151  0.0074
C 1.467 2.022 0.657  0.0503
C 0.085 1.921 -0.121  -0.0167
N 0.011 0.576 -0.699  0.6535
C -0.216 -2.905 0.422  0.0189
C -0.613 -1.821 -0.564  0.0023
C -0.822 -0.392 -0.077  0.0261
C -2.320 0.011 0.098  0.1898
H 2.760 1.819 -1.064  0.0012
H 3.467 1.259 0.302  -0.0008
H 2.239 0.422 -0.408  -0.0003
H 1.362 1.363 1.548  -0.0002
H 1.662 3.073 0.892  -0.0036
H -0.749 2.046 0.591  0.0127
H -0.182 2.798 -0.682  0.0045
H -0.294 0.690 -1.673  -0.0046
H -0.777 -2.867 1.355  0.0004
H 0.867 -2.853 0.599  -0.0006
H -0.305 -3.938 0.024  0.0021
H 0.025 -2.074 -1.459  -0.0016
H -1.563 -2.166 -1.034  0.0037
H -0.471 -0.633 1.008  0.0517
H -2.947 -0.768 -0.370  0.0017
H -2.608 0.964 -0.338  0.0011
H -2.639 0.084 1.142  0.0009

=====

Q: Which of them is the least stable? A: *x*.

=====

*w*
# C3H4FNS

C3H4FNS in the gas phase (ωB97M-V/def2-TZVPD, OMol25).

Output
LUMO level (alpha / beta) = -0.13 / -0.73 eV
HOMO-LUMO gap (alpha / beta) = 8.141 / 7.515 eV
net charge = 0
HOMO energy (alpha / beta) = -8.268 / -8.246 eV

Last column: Mulliken charge in e.
Cartesian coordinates (Å):
C 0.991 -0.297 -0.337  -0.0534
C 1.199 0.950 -0.703  -0.2055
C -0.397 -0.716 0.278  -0.2603
N -1.430 0.243 0.409  -0.2305
F 2.127 1.715 -1.144  -0.1742
S -1.055 1.758 0.894  -0.1672
H 1.815 -1.072 -0.354  0.3086
H -0.818 -1.702 -0.276  0.3025
H -0.063 -1.086 1.322  0.1839
H -2.367 0.208 -0.088  0.2959

=====

*x*
# C3H4FNS

C3H4FNS in the gas phase (ωB97M-V/def2-TZVPD, OMol25).

Output
LUMO level = 0.20 eV
HOMO-LUMO gap = 8.608 eV
net charge = 0
SMILES = F/C=C\NC=S
HOMO energy = -8.411 eV

Last column: Mulliken charge in e.
Cartesian coordinates (Å):
F 1.848 -0.398 -1.082  -0.2936
C 0.575 -1.110 -1.405  -0.0551
C -0.433 -0.639 -0.609  -0.2975
N 0.039 0.352 0.481  -0.1106
C -0.568 1.008 1.402  -0.0239
S -0.111 2.350 2.205  -0.3277
H 0.660 -1.833 -2.298  0.3238
H -1.384 -1.019 -0.403  0.3496
H 0.938 0.494 0.371  0.1824
H -1.564 0.795 1.338  0.2526

=====

Q: Which of them is the least stable? A: *w*.

=====

*w*
# C5H4N4O2

C5H4N4O2 in the gas phase (ωB97M-V/def2-TZVPD, OMol25).

Output
LUMO level = 0.61 eV
HOMO-LUMO gap = 9.337 eV
net charge = 0
SMILES = O=c1[nH]c(O)nc2n[nH]cc12
HOMO energy = -8.723 eV

Last column: Mulliken charge in e.
Cartesian coordinates (Å):
O -1.931 -1.528 1.145  -0.5913
C -1.066 -0.995 0.535  0.1785
N -0.324 -1.788 -0.376  -0.0678
C 0.582 -1.177 -1.256  0.4698
O 1.176 -1.979 -2.161  -0.5479
N 0.991 0.042 -1.280  -0.5847
C 0.445 0.716 -0.226  0.4778
N 0.837 1.990 -0.060  -0.8817
N 0.113 2.429 0.933  0.3611
C -0.744 1.492 1.420  -0.6994
C -0.574 0.364 0.663  0.6491
H -0.532 -2.782 -0.534  0.2481
H 2.158 -1.785 -2.224  0.3685
H 0.384 3.376 1.185  0.2142
H -1.514 1.626 2.237  0.4055

=====

*x*
# C5H4N4O2

C5H4N4O2 as an isolated structure (ωB97M-V/def2-TZVPD, OMol25).

Output
LUMO level = -0.56 eV
HOMO-LUMO gap = 8.427 eV
net charge = 0
HOMO energy = -8.985 eV

Last column: Mulliken charge in e.
Cartesian coordinates (Å):
C -1.763 -0.389 -0.202  0.6068
C 0.323 -1.035 0.187  0.2155
C 1.395 -1.779 0.099  -0.1697
C 2.462 -0.827 -0.192  -0.1945
C 0.020 1.373 0.086  0.5391
H -3.256 -1.357 0.727  0.4618
H 1.229 -2.957 0.389  0.2500
H 3.632 -1.102 -0.245  0.3189
H -1.735 1.767 -0.655  0.3254
N -1.000 -1.341 0.213  -0.6195
N 2.142 0.509 -0.150  -0.9520
N 0.784 0.371 -0.130  0.5898
N -1.172 0.889 -0.486  -0.2312
O -2.992 -0.382 0.013  -0.5476
O 0.520 2.455 0.461  -0.5927

=====

Q: Which of them is the least stable? A: *x*.

=====

*w*
# C22H27N3O4

C22H27N3O4 in the gas phase (ωB97M-V/def2-TZVPD, OMol25).

Output
LUMO level = 0.19 eV
HOMO-LUMO gap = 8.843 eV
net charge = 0
SMILES = CCc1nc2ccccc2c(C(=O)OCC(=O)NCCCN2CCCC2=O)c1C
HOMO energy = -8.650 eV

Last column: Mulliken charge in e.
Cartesian coordinates (Å):
C 5.068 3.017 0.615  -1.4981
C 3.761 2.774 -0.128  -0.3799
C 3.412 1.314 -0.219  0.3411
N 4.284 0.475 0.264  -0.5495
C 4.051 -0.849 0.225  -0.4744
C 5.044 -1.717 0.719  -0.4266
C 4.853 -3.070 0.688  -0.5225
C 3.669 -3.604 0.160  -0.7857
C 2.685 -2.785 -0.322  -0.6244
C 2.841 -1.385 -0.291  1.0252
C 1.887 -0.452 -0.781  0.2985
C 0.569 -0.951 -1.263  0.5354
O 0.087 -0.758 -2.351  -0.6211
O -0.045 -1.661 -0.302  -0.3098
C -1.282 -2.280 -0.618  -0.3940
C -2.307 -2.144 0.506  0.4249
O -3.301 -2.843 0.522  -0.6907
N -2.012 -1.229 1.438  0.0459
C -2.871 -1.013 2.582  -0.9305
C -4.200 -0.347 2.219  -0.6613
C -4.025 1.033 1.578  -0.8393
N -3.642 0.990 0.190  0.1717
C -4.562 0.584 -0.848  -0.6097
C -3.934 1.143 -2.131  -0.8398
C -2.455 1.312 -1.780  -0.1083
C -2.424 1.329 -0.264  0.5740
O -1.466 1.592 0.443  -0.7446
C 2.173 0.898 -0.794  0.5474
C 1.197 1.890 -1.339  -1.4107
H 5.885 2.510 0.110  0.3344
H 5.003 2.626 1.626  0.3361
H 5.281 4.082 0.659  0.4404
H 2.944 3.297 0.377  0.3613
H 3.838 3.181 -1.141  0.3530
H 5.950 -1.277 1.106  0.4772
H 5.615 -3.738 1.063  0.3887
H 3.539 -4.676 0.129  0.4106
H 1.787 -3.213 -0.739  0.3462
H -1.689 -1.849 -1.542  0.3047
H -1.114 -3.349 -0.791  0.3661
H -1.239 -0.598 1.289  0.2548
H -3.086 -1.989 3.029  0.3300
H -2.323 -0.401 3.299  0.4762
H -4.784 -0.236 3.134  0.4054
H -4.748 -1.004 1.544  0.3412
H -3.244 1.592 2.101  0.3454
H -4.967 1.588 1.651  0.4269
H -5.557 0.991 -0.654  0.4392
H -4.635 -0.510 -0.881  0.2340
H -4.088 0.480 -2.980  0.3684
H -4.375 2.111 -2.370  0.3168
H -2.023 2.232 -2.171  0.4665
H -1.841 0.487 -2.145  -0.1112
H 0.726 1.493 -2.234  0.4539
H 1.675 2.832 -1.585  0.3888
H 0.414 2.075 -0.602  0.2019

=====

*x*
# C22H27N3O4

C22H27N3O4 in the gas phase (ωB97M-V/def2-TZVPD, OMol25).

Output
LUMO level = 0.69 eV
HOMO-LUMO gap = 8.701 eV
net charge = 0
SMILES = COC(=O)c1ccc(N2CCN(C)CC2)c(NC(=O)COc2cccc(C)c2)c1
HOMO energy = -8.012 eV

Last column: Mulliken charge in e.
Cartesian coordinates (Å):
C -1.284 5.795 2.770  -0.6725
O -0.549 4.760 2.138  -0.2990
C -1.163 3.561 2.086  0.5990
O -2.265 3.373 2.540  -0.6132
C -0.341 2.535 1.414  -0.2928
C 0.835 2.852 0.742  -1.5842
C 1.569 1.862 0.121  -0.3463
C 1.164 0.526 0.153  1.6982
N 1.863 -0.505 -0.467  0.0661
C 2.826 -0.214 -1.509  -1.2890
C 4.251 -0.022 -0.982  -0.5197
N 4.644 -1.197 -0.227  -0.1406
C 6.018 -1.123 0.214  -1.0950
C 3.724 -1.393 0.877  -0.8338
C 2.311 -1.630 0.336  -0.7258
C -0.067 0.227 0.782  -0.3392
N -0.561 -1.080 0.665  0.2531
C -1.454 -1.716 1.458  0.2630
O -1.891 -1.307 2.509  -0.6550
C -1.844 -3.093 0.898  -0.6319
O -1.673 -3.215 -0.494  -0.5274
C -2.503 -2.485 -1.312  0.6751
C -2.365 -2.725 -2.678  -0.8698
C -3.144 -2.026 -3.576  -0.4886
C -4.058 -1.084 -3.130  -0.7105
C -4.200 -0.835 -1.774  0.3658
C -5.174 0.180 -1.261  -1.4270
C -3.417 -1.543 -0.867  0.0416
C -0.792 1.216 1.416  -0.5321
H -1.529 5.515 3.797  0.2844
H -2.213 5.986 2.230  0.2991
H -0.645 6.675 2.755  0.2283
H 1.176 3.875 0.717  0.4688
H 2.482 2.135 -0.383  0.3552
H 2.498 0.659 -2.073  0.6323
H 2.831 -1.080 -2.181  0.4743
H 4.934 0.095 -1.827  0.4849
H 4.312 0.889 -0.359  0.3515
H 6.275 -2.045 0.732  0.3537
H 6.204 -0.275 0.892  0.3713
H 6.665 -1.020 -0.657  0.3367
H 4.043 -2.268 1.446  0.5022
H 3.711 -0.520 1.558  0.3084
H 1.636 -1.791 1.176  0.4086
H 2.324 -2.521 -0.300  0.3515
H -0.242 -1.580 -0.157  0.3708
H -1.180 -3.844 1.340  0.3769
H -2.871 -3.319 1.206  0.3717
H -1.648 -3.461 -3.006  0.4615
H -3.039 -2.215 -4.634  0.3786
H -4.661 -0.541 -3.841  0.3521
H -5.661 0.702 -2.081  0.3681
H -5.938 -0.303 -0.653  0.3421
H -4.665 0.910 -0.633  0.2915
H -3.537 -1.334 0.185  0.4885
H -1.721 0.980 1.909  0.6180

=====

Q: Which of them is the least stable? A: *x*.

=====

*w*
# CH2N3O2

CH2N3O2 as an isolated structure (ωB97M-V/def2-TZVPD, OMol25).

Output
LUMO level = -8.60 eV
HOMO-LUMO gap = 8.998 eV
net charge = +1
HOMO energy = -17.601 eV

Last column: Mulliken charge in e.
Cartesian coordinates (Å):
C 0.816 0.005 0.004  -0.1828
N -1.520 0.011 0.000  -0.2082
N -1.248 -1.179 0.000  0.3294
N -0.358 0.800 0.002  0.9073
O -0.427 1.970 -0.002  -0.2958
O -0.087 -1.548 -0.002  -0.1538
H 1.406 -0.019 -0.916  0.3029
H 1.418 -0.041 0.915  0.3011

=====

*x*
# CH2N3O2

A 2-piece molecular cluster, CH2N3O2 overall (ωB97M-V/def2-TZVPD, OMol25).

Output
LUMO level (alpha / beta) = -7.44 / -7.44 eV
HOMO-LUMO gap (alpha / beta) = 8.626 / 8.626 eV
net charge = +1
HOMO energy (alpha / beta) = -16.063 / -16.062 eV

Last column: Mulliken charge in e.
Cartesian coordinates (Å):
C -2.026 0.029 -0.103  -0.0734
N 1.641 -0.498 0.592  -0.3162
N 0.140 0.888 -0.358  0.2599
N 2.671 -0.499 0.101  0.8393
O 3.704 -0.416 -0.329  -0.4197
O -0.937 0.570 -0.236  0.1173
H -2.305 -0.569 0.754  0.2830
H -2.889 0.495 -0.421  0.3098

=====

Q: Which of them is the least stable? A: *x*.

=====

*w*
# C4H16NO3

A 3-piece molecular cluster, C4H16NO3 overall (ωB97M-V/def2-TZVPD, OMol25).

Output
LUMO level = -2.77 eV
HOMO-LUMO gap = 11.650 eV
net charge = +1
HOMO energy = -14.419 eV

Last column: Mulliken charge in e.
Cartesian coordinates (Å):
O -1.233 -1.452 -2.501  -0.4933
C -1.959 -0.498 -1.713  -0.6682
C -0.878 0.168 -0.870  -0.0864
N -0.124 -0.865 -0.061  0.0123
C 0.840 -0.363 0.911  -0.8258
C 0.050 0.829 -1.849  -1.1445
H -1.887 -1.833 -3.105  0.3243
H -2.729 -0.941 -1.072  0.3981
H -2.501 0.297 -2.230  0.4027
H -1.388 0.918 -0.180  0.1833
H -0.906 -1.289 0.475  0.4223
H 0.211 -1.613 -0.689  0.4592
H 1.012 0.704 0.822  0.2275
H 1.911 -0.752 0.965  0.3258
H 0.598 -0.572 1.954  0.3434
H 0.606 0.103 -2.457  0.3461
H -0.486 1.600 -2.445  0.3770
H 0.789 1.420 -1.297  0.3736
H 4.914 -0.670 1.875  0.3098
H 4.388 0.038 3.183  0.3177
O 4.167 -0.233 2.287  -0.6207
H -1.158 2.079 2.947  0.3027
H -2.557 1.387 2.702  0.3021
O -1.679 1.538 2.348  -0.5888

=====

*x*
# C4H16NO3

A 4-piece molecular cluster, C4H16NO3 overall (ωB97M-V/def2-TZVPD, OMol25).

Output
LUMO level = -3.00 eV
HOMO-LUMO gap = 10.491 eV
net charge = +1
HOMO energy = -13.491 eV

Last column: Mulliken charge in e.
Cartesian coordinates (Å):
C -1.346 1.415 -0.433  -0.9978
C -0.654 0.354 0.445  -0.3944
C 0.736 -0.060 -0.073  0.4951
C 1.850 -0.339 0.641  -0.9753
N 0.494 -0.349 -1.576  -0.1669
H -0.596 2.317 -0.701  0.2755
H -1.744 0.946 -1.379  0.2395
H -2.194 1.811 0.200  0.3543
H -0.411 0.758 1.429  0.3790
H -1.377 -0.517 0.625  0.2435
H 1.997 -0.133 1.702  0.2899
H 2.682 -0.673 0.113  0.2304
H 1.404 -0.527 -1.934  0.3206
H 0.064 0.302 -2.164  0.3406
H -0.067 -1.159 -1.572  0.3562
H -2.881 -0.889 -2.397  0.3041
H -2.005 -0.887 -3.600  0.3355
O -1.992 -1.047 -2.614  -0.6382
H -3.388 -0.352 5.734  0.3206
H -2.392 0.454 6.468  0.3199
O -2.514 0.014 5.639  -0.6397
H 4.295 0.776 -2.511  0.3213
H 4.247 -0.660 -2.085  0.3009
O 3.930 0.115 -1.822  -0.6146

=====

Q: Which of them is the least stable? A: *x*.